[1]
DFT (ωB97M-V with the def2-TZVPD basis set) results for a cluster of 6 separate species, C31H65BBr2O20P in total.

## Properties
Largest force on an atom = 0.01479 hartree/bohr
HOMO level = -4.7 eV

```
! RIJCOSX wB97M-V def2-TZVPD def2/J DEFGRID3
* xyz -1 1
C 6.10 1.82 2.49
C 4.58 1.95 2.47
O 4.08 2.13 1.18
P 3.36 3.68 0.85
C 4.19 3.65 -0.86
C 5.69 3.42 -0.86
C 6.25 2.98 -2.22
Br 6.66 5.06 -0.33
O 2.54 5.19 0.47
C 1.15 5.10 0.26
C 0.87 5.58 -1.15
C 0.91 7.10 -1.42
C 1.11 8.06 -0.26
Br 2.98 8.40 0.17
C 0.81 3.62 0.55
B -0.48 2.90 -0.02
O -1.02 1.87 0.72
O -1.08 3.18 -1.21
C -2.06 2.29 -1.70
O 1.93 2.86 0.19
H 6.56 2.74 2.13
H 6.42 0.97 1.90
H 6.42 1.65 3.52
H 4.15 1.04 2.90
H 4.29 2.77 3.14
H 4.46 4.40 1.42
H 2.71 3.68 2.14
H 4.00 4.60 -1.35
H 3.75 2.87 -1.47
H 5.96 2.68 -0.11
H 6.73 3.80 -2.74
H 5.45 2.58 -2.84
H 7.01 2.21 -2.09
H 0.64 5.69 1.04
H -0.09 5.21 -1.51
H 1.63 5.10 -1.77
H -0.05 7.39 -1.85
H 1.65 7.35 -2.17
H 0.73 9.04 -0.52
H 0.61 7.75 0.65
H 0.67 3.59 1.64
H -0.34 1.56 1.32
H -2.95 2.28 -1.07
H -2.36 2.63 -2.69
H -1.65 1.28 -1.80
C -3.41 -4.58 -3.16
C -3.77 -3.77 -4.39
O -3.38 -2.39 -4.25
C -2.09 -2.12 -4.40
O -1.22 -2.93 -4.62
O -1.94 -0.81 -4.27
C -0.58 -0.34 -4.21
H -3.84 -4.12 -2.26
H -3.80 -5.59 -3.25
H -2.33 -4.64 -3.02
H -4.85 -3.74 -4.53
H -3.32 -4.19 -5.29
H 0.02 -0.74 -5.03
H -0.13 -0.62 -3.26
H -0.64 0.74 -4.28
C -9.52 -2.42 -1.00
C -9.58 -0.93 -1.25
O -8.29 -0.31 -1.11
C -7.46 -0.47 -2.14
O -7.71 -1.05 -3.17
O -6.31 0.11 -1.83
C -5.28 -0.02 -2.81
H -9.09 -2.62 -0.02
H -10.53 -2.84 -1.03
H -8.92 -2.92 -1.76
H -10.21 -0.44 -0.51
H -9.98 -0.70 -2.24
H -5.62 0.30 -3.79
H -4.93 -1.05 -2.86
H -4.46 0.61 -2.48
C 4.88 -1.32 8.66
C 6.39 -1.42 8.54
O 6.78 -2.34 7.51
C 6.68 -1.86 6.26
O 6.33 -0.76 5.95
O 7.04 -2.83 5.42
C 6.93 -2.46 4.04
H 4.45 -2.31 8.82
H 4.62 -0.68 9.51
H 4.44 -0.89 7.76
H 6.82 -1.82 9.45
H 6.83 -0.44 8.34
H 7.48 -1.53 3.84
H 5.89 -2.33 3.76
H 7.37 -3.28 3.47
C 2.62 -9.31 -3.30
C 2.55 -8.02 -2.50
O 2.77 -6.87 -3.32
C 1.74 -6.49 -4.06
O 0.65 -7.01 -4.09
O 2.11 -5.43 -4.78
C 1.09 -4.92 -5.66
H 3.57 -9.37 -3.83
H 2.54 -10.17 -2.64
H 1.82 -9.36 -4.03
H 3.34 -7.99 -1.76
H 1.59 -7.93 -1.99
H 0.18 -4.71 -5.12
H 0.91 -5.63 -6.46
H 1.49 -4.00 -6.07
C -4.87 0.77 1.06
C -4.47 1.72 2.16
O -5.53 1.92 3.12
C -5.71 0.94 3.99
O -5.06 -0.07 4.08
O -6.75 1.26 4.77
C -7.08 0.26 5.74
H -5.79 1.10 0.58
H -4.08 0.72 0.31
H -5.03 -0.23 1.45
H -4.28 2.72 1.77
H -3.57 1.39 2.68
H -6.21 0.00 6.34
H -7.47 -0.63 5.25
H -7.85 0.70 6.37
*
```


[2]
DFT (ωB97M-V with the def2-TZVPD basis set) results for a cluster of 7 separate species, C31H65Cl12O6P in total.

## Properties
Largest force on an atom = 0.04427 hartree/bohr
HOMO level = -7.8 eV
SMILES = CCOCCOCCOC[PH](CCCCOC=O)(CCC(C)C)COC.ClCCCl.ClCCCl.ClCCCl.ClCCCl.ClCCCl.ClCCCl

```
! RIJCOSX wB97M-V def2-TZVPD def2/J DEFGRID3
* xyz 0 1
C -5.18 -2.45 -8.20
C -6.32 -3.44 -8.00
O -6.04 -4.34 -6.95
C -6.43 -3.91 -5.68
C -5.26 -3.40 -4.81
O -4.01 -3.68 -5.40
C -3.05 -2.66 -5.21
C -2.49 -2.68 -3.80
O -1.63 -1.59 -3.65
C -1.17 -1.39 -2.31
P 0.55 -2.25 -2.02
C 0.17 -2.30 -0.20
C 1.35 -2.22 0.78
C 0.97 -1.40 2.03
C 2.18 -0.86 2.79
O 2.51 -1.70 3.93
C 2.42 -1.03 5.10
O 3.27 -1.13 5.98
C 1.43 -0.89 -2.92
C 2.38 -0.05 -2.03
C 2.22 1.48 -2.22
C 0.77 1.88 -1.86
C 3.14 2.13 -1.18
C 2.15 -3.26 -1.85
O 1.95 -4.51 -1.19
C 1.57 -5.56 -2.04
H -4.24 -2.99 -8.10
H -5.25 -1.95 -9.16
H -5.18 -1.70 -7.41
H -7.26 -2.90 -7.83
H -6.45 -4.01 -8.91
H -7.18 -3.11 -5.73
H -6.92 -4.74 -5.17
H -5.32 -3.89 -3.83
H -5.39 -2.33 -4.62
H -3.50 -1.69 -5.41
H -2.26 -2.86 -5.93
H -3.33 -2.65 -3.10
H -2.00 -3.65 -3.64
H -1.94 -1.78 -1.63
H -1.13 -0.32 -2.11
H 0.03 -3.30 -2.83
H -0.56 -1.53 0.07
H -0.34 -3.25 -0.03
H 2.23 -1.75 0.36
H 1.59 -3.22 1.14
H 0.38 -0.53 1.73
H 0.34 -1.97 2.70
H 2.01 0.16 3.12
H 3.04 -0.83 2.14
H 1.51 -0.43 5.24
H 0.72 -0.26 -3.44
H 2.02 -1.36 -3.70
H 2.24 -0.22 -0.96
H 3.40 -0.28 -2.32
H 2.49 1.76 -3.23
H 0.40 1.17 -1.12
H 0.11 1.84 -2.72
H 0.74 2.86 -1.39
H 3.27 3.20 -1.34
H 4.10 1.62 -1.11
H 2.66 2.01 -0.21
H 2.50 -3.46 -2.87
H 2.97 -2.74 -1.36
H 2.18 -5.61 -2.94
H 1.72 -6.49 -1.48
H 0.51 -5.52 -2.32
Cl -2.51 0.74 -7.48
C -1.97 1.67 -6.06
C -2.69 1.28 -4.80
Cl -4.42 1.72 -4.83
H -2.10 2.73 -6.29
H -0.90 1.48 -5.94
H -2.24 1.79 -3.95
H -2.63 0.21 -4.63
Cl 4.40 4.18 8.67
C 4.27 2.42 8.45
C 3.01 2.03 7.72
Cl 1.55 2.32 8.70
H 4.32 1.95 9.43
H 5.14 2.10 7.87
H 3.04 0.96 7.49
H 2.91 2.58 6.79
Cl -7.65 0.77 -3.62
C -7.90 2.49 -4.01
C -9.35 2.81 -4.24
Cl -9.98 2.07 -5.73
H -7.30 2.72 -4.89
H -7.53 3.07 -3.17
H -9.48 3.89 -4.35
H -9.97 2.47 -3.41
Cl 5.19 -4.56 9.86
C 3.48 -4.17 9.55
C 3.29 -2.73 9.14
Cl 3.61 -1.60 10.48
H 2.91 -4.40 10.44
H 3.15 -4.82 8.74
H 2.26 -2.57 8.83
H 3.94 -2.46 8.31
Cl 2.74 8.30 12.65
C 2.57 7.00 11.44
C 2.56 7.54 10.03
Cl 1.08 8.48 9.68
H 1.66 6.46 11.66
H 3.42 6.34 11.57
H 2.58 6.71 9.33
H 3.41 8.18 9.85
Cl 5.93 4.95 -1.68
C 6.52 5.28 -0.03
C 6.13 4.19 0.94
Cl 4.38 4.16 1.23
H 6.13 6.24 0.28
H 7.61 5.34 -0.09
H 6.62 4.36 1.89
H 6.42 3.21 0.57
*
```


[3]
DFT (ωB97M-V with the def2-TZVPD basis set) results for a structure of composition C31H65GaNO9S6.

## Properties
Largest force on an atom = 0.01924 hartree/bohr
Relative energy (zero: lowest compared OMol25 entry of this formula, charge and spin) = 0.0 kJ/mol
HOMO level = -4.4 eV

```
! RIJCOSX wB97M-V def2-TZVPD def2/J DEFGRID3
* xyz -1 1
C 6.87 -3.28 3.66
C 6.79 -2.07 4.58
O 7.52 -0.98 4.06
C 6.70 0.10 3.61
C 7.49 1.00 2.69
C 8.24 0.31 1.55
C 7.47 -0.77 0.77
C 6.36 -0.22 -0.14
Ga 4.45 -0.27 0.60
C 3.91 1.62 1.22
C 2.79 1.78 2.27
C 2.01 0.52 2.60
S 0.88 -0.06 1.28
C -0.62 0.74 1.85
S -0.81 2.36 1.84
N -1.58 -0.17 2.26
C -2.06 -1.08 1.22
C -2.08 -2.56 1.66
C -2.58 0.28 3.22
C -3.80 1.02 2.69
H 6.15 -3.20 2.86
H 6.69 -4.21 4.21
H 7.86 -3.30 3.20
H 5.74 -1.79 4.72
H 7.19 -2.32 5.57
H 6.37 0.68 4.48
H 5.80 -0.29 3.11
H 6.81 1.75 2.27
H 8.22 1.54 3.30
H 8.56 1.08 0.84
H 9.15 -0.13 1.97
H 7.05 -1.51 1.46
H 8.22 -1.30 0.17
H 6.31 -0.85 -1.04
H 6.62 0.79 -0.49
H 4.38 -1.38 1.79
H 3.46 -0.75 -0.59
H 3.59 2.15 0.32
H 4.80 2.14 1.59
H 3.19 2.17 3.22
H 2.05 2.51 1.93
H 1.37 0.67 3.47
H 2.66 -0.32 2.83
H -3.06 -0.79 0.90
H -1.42 -0.98 0.35
H -1.35 -3.14 1.10
H -3.07 -3.00 1.53
H -1.81 -2.62 2.72
H -2.90 -0.58 3.80
H -2.06 0.93 3.92
H -4.28 0.54 1.84
H -4.55 1.04 3.49
H -3.60 2.06 2.44
C -8.89 -1.78 0.26
C -9.23 -1.32 1.69
C -7.95 -0.74 2.30
S -6.98 -0.11 0.92
O -5.78 -0.89 0.80
O -6.94 1.33 0.97
C -8.11 -0.63 -0.37
H -9.79 -2.01 -0.31
H -8.27 -2.67 0.30
H -10.00 -0.55 1.65
H -9.61 -2.14 2.30
H -8.14 0.08 2.99
H -7.35 -1.50 2.79
H -7.53 -0.91 -1.25
H -8.76 0.22 -0.60
C 0.56 -0.85 -5.25
C 0.42 -0.44 -3.78
C 1.41 -1.27 -2.96
S 2.77 -1.65 -4.07
O 2.81 -3.07 -4.32
O 3.95 -0.93 -3.68
C 2.06 -0.86 -5.52
H 0.04 -0.17 -5.92
H 0.14 -1.85 -5.40
H 0.65 0.62 -3.67
H -0.60 -0.59 -3.42
H 1.83 -0.74 -2.10
H 0.99 -2.22 -2.63
H 2.37 -1.43 -6.40
H 2.46 0.15 -5.57
C -3.77 5.23 4.25
C -2.80 5.35 5.44
C -3.65 5.60 6.69
S -5.24 4.82 6.38
O -6.26 5.84 6.34
O -5.41 3.67 7.24
C -4.88 4.29 4.71
H -3.27 4.85 3.36
H -4.19 6.21 4.01
H -2.24 4.42 5.54
H -2.08 6.15 5.29
H -3.22 5.15 7.59
H -3.84 6.65 6.86
H -5.78 4.35 4.11
H -4.52 3.26 4.76
C -0.24 -2.73 -11.09
C 0.64 -3.35 -10.00
C 1.12 -2.20 -9.09
S -0.15 -0.93 -9.18
O 0.41 0.25 -9.81
O -0.83 -0.82 -7.92
C -1.19 -1.77 -10.38
H -0.79 -3.48 -11.65
H 0.38 -2.17 -11.80
H 0.05 -4.05 -9.41
H 1.49 -3.89 -10.41
H 1.23 -2.51 -8.05
H 2.05 -1.76 -9.45
H -1.65 -1.03 -11.02
H -1.95 -2.31 -9.82
*
```


[4]
DFT (ωB97M-V with the def2-TZVPD basis set) results for a cluster of 3 separate species, C31H66BrF3N5O4S in total.

## Properties
Largest force on an atom = 0.09930 hartree/bohr
HOMO level = -10.3 eV

```
! RIJCOSX wB97M-V def2-TZVPD def2/J DEFGRID3
* xyz 1 1
C 2.66 3.91 1.00
C 1.78 4.90 0.00
C 0.17 4.52 0.27
C -0.08 3.09 -0.47
C -1.14 2.09 0.30
C -1.26 0.69 -0.61
C -0.55 -0.56 0.21
C -1.63 -1.35 1.22
C -2.25 -0.35 2.39
C -1.16 0.11 3.53
C -1.57 -0.25 5.08
F -3.02 -0.19 5.37
F -0.97 -1.58 5.48
F -0.92 0.76 5.99
N -1.04 -2.59 1.87
C 0.46 -2.73 1.71
S 0.89 -4.50 2.29
C 0.78 -2.70 0.10
N 2.29 -2.77 -0.13
C 2.85 -1.51 -0.19
C 3.20 -0.62 1.18
C 3.29 -0.75 -1.62
N 0.28 -1.48 -0.63
C -0.32 -1.80 -1.98
C -1.79 -2.54 -1.95
C -1.81 -3.60 -3.23
Br -3.64 -3.85 -4.02
H 2.90 2.89 0.44
H 3.62 4.49 1.34
H 1.92 3.63 1.89
H 2.08 4.64 -1.13
H 2.01 6.04 0.14
H -0.43 5.34 -0.36
H -0.11 4.55 1.40
H 0.95 2.54 -0.74
H -0.58 3.32 -1.54
H -0.72 1.90 1.38
H -2.21 2.60 0.45
H -0.74 0.95 -1.63
H -2.43 0.50 -0.71
H 0.21 -0.03 0.97
H -2.58 -1.72 0.60
H -3.08 -1.00 2.94
H -2.84 0.54 1.89
H -1.05 1.29 3.48
H -0.13 -0.39 3.29
H -1.34 -2.61 2.88
H -1.47 -3.46 1.44
H 1.06 -1.97 2.36
H 1.58 -5.14 1.21
H 0.33 -3.66 -0.44
H 3.36 -1.37 2.07
H 2.34 0.14 1.45
H 4.17 0.03 1.02
H 2.45 -1.04 -2.41
H 3.21 0.43 -1.51
H 4.37 -1.05 -1.98
H -0.40 -0.90 -2.73
H 0.42 -2.58 -2.50
H -2.71 -1.81 -2.06
H -1.92 -3.24 -0.98
H -1.06 -3.14 -4.02
H -1.31 -4.62 -2.86
C -5.05 6.73 1.93
O -5.02 6.85 3.34
C -6.01 6.05 3.99
C -5.35 4.93 4.81
N -4.75 3.92 3.93
C -3.89 2.96 4.64
C -2.60 3.51 5.28
O -1.64 3.98 4.34
C -1.81 5.33 3.94
H -4.34 7.44 1.51
H -4.75 5.72 1.62
H -6.05 6.96 1.54
H -6.75 5.64 3.29
H -6.55 6.71 4.68
H -6.10 4.45 5.45
H -4.59 5.39 5.45
H -4.18 4.39 3.22
H -3.60 2.20 3.90
H -4.49 2.45 5.40
H -2.12 2.68 5.81
H -2.80 4.27 6.05
H -2.24 5.95 4.74
H -2.43 5.39 3.04
H -0.83 5.74 3.68
C 1.66 -2.76 -5.25
O 1.96 -3.84 -4.38
C 1.73 -5.12 -4.98
C 3.05 -5.87 -5.18
N 3.86 -5.24 -6.23
C 5.23 -5.76 -6.30
C 6.15 -5.47 -5.10
O 6.46 -4.09 -4.93
C 5.52 -3.36 -4.15
H 1.76 -1.83 -4.69
H 2.35 -2.73 -6.09
H 0.63 -2.83 -5.61
H 1.16 -5.04 -5.92
H 1.11 -5.69 -4.27
H 2.84 -6.91 -5.45
H 3.58 -5.86 -4.22
H 3.90 -4.24 -6.06
H 5.69 -5.31 -7.19
H 5.20 -6.84 -6.48
H 7.10 -5.97 -5.30
H 5.77 -5.91 -4.17
H 5.04 -3.98 -3.39
H 4.77 -2.91 -4.80
H 6.05 -2.55 -3.65
*
```


Short version: HOMO-LUMO gap = 6.61 7.88 5.99 7.14 eV, in the order given.